# 1
88
Properties=species:S:1:pos:R:3:forces:R:3 method="wB97M-V/def2-TZVPD" energy_ha=-2144.1884 homo_energy_ev=-3.539 gap_ev=5.0 e_above_lowest_kcal_mol=166.5 total_charge=-1
Sr -1.13274 -0.03494 0.87934 -1.0 0.0 -0.1
C 3.08642 -5.74589 2.55967 -1.1 2.1 4.0
C 3.45283 -4.72717 3.66604 -1.3 -1.7 -4.0
N 2.43414 -4.12044 4.22893 -0.6 0.6 0.1
C 1.18275 -4.57967 3.97518 -4.0 3.0 0.3
C 0.77757 -5.69625 3.23038 -0.5 2.5 2.8
C 1.74232 -6.18472 2.47720 4.5 -3.4 -2.8
C -0.45952 -6.31180 3.41103 5.3 -4.9 -6.1
C -1.44304 -6.03883 4.11745 -3.9 1.3 4.6
C -1.24175 -4.85547 4.73825 0.2 5.9 0.5
C -0.26432 -3.79947 4.28986 2.3 -5.7 2.0
N -0.42190 -2.52702 4.39643 -0.2 1.9 0.9
C -1.04583 -1.95383 5.45625 -1.3 0.4 -2.8
C -1.07908 -2.40337 6.74365 1.4 -2.4 1.0
C -1.26604 -1.52927 7.77717 -0.3 0.4 0.9
C -1.54688 -0.24796 7.53758 -2.3 2.0 -0.8
C -2.14018 0.06062 6.24180 1.7 4.1 2.6
C -2.55053 1.42911 5.93622 0.2 -1.9 -4.4
C -2.96333 1.59036 4.55554 0.2 0.8 4.2
C -3.19625 0.51886 3.73463 1.7 -2.4 0.1
N -2.62928 -0.68894 3.95206 1.5 1.5 1.6
C -1.89713 -0.75920 5.18344 -1.1 -2.8 -2.4
H 3.93884 -6.21088 2.19481 1.0 -1.1 -1.4
H 4.52674 -4.31689 3.69770 -1.8 -0.8 0.5
H 1.42319 -7.11604 1.91486 0.9 1.2 0.1
H -0.41144 -7.29810 3.05252 -0.1 -1.5 -1.2
H -2.22863 -6.72289 4.39959 -0.2 0.0 -0.2
H -2.03389 -4.43669 5.31058 -0.8 0.5 0.5
H -0.68033 -3.38650 7.06188 -0.3 0.5 -0.9
H -1.28311 -1.75942 8.81914 0.7 -0.9 0.5
H -1.63478 0.43419 8.38236 -0.2 0.1 -0.4
H -2.22851 2.31141 6.46377 -0.4 -0.1 0.7
H -3.16728 2.56614 4.21471 -0.4 1.0 -0.4
H -3.67794 0.64299 2.79104 -0.6 0.1 -0.6
N 0.69784 1.69596 0.39645 1.8 -3.5 5.4
C 1.07337 3.04353 0.38066 0.6 2.8 0.0
C 2.44412 3.24884 0.99163 0.9 -2.1 4.3
N 2.93362 4.53551 1.18211 1.7 4.7 3.0
C 2.24957 5.79922 0.52482 8.0 -1.4 3.0
C 1.94038 7.19516 1.13844 -0.7 0.3 0.8
N 0.72909 7.59311 0.37662 -2.2 -2.1 -1.2
H 0.94612 1.10767 -0.39672 0.5 0.6 -0.2
H 1.43943 1.26721 1.42379 -2.7 1.1 -4.0
H 0.93938 3.38582 -0.63487 0.2 0.3 -0.5
H 0.47756 3.79455 1.01496 -0.1 -1.5 -0.8
H 2.27669 3.06431 2.09084 -0.9 -1.4 -0.5
H 3.28443 2.47320 0.90859 -1.0 0.8 -1.5
H 3.45648 4.83815 2.16884 -2.2 -1.6 -3.5
H 3.34936 5.91514 0.17423 -2.3 1.2 -1.3
H 1.73733 5.32222 -0.19774 -2.5 -0.5 -2.5
H 1.85483 7.46182 2.45306 0.2 -1.3 -4.0
H 2.84999 7.61712 0.72293 -0.4 1.5 0.9
H 0.25986 6.51663 0.28538 0.8 4.8 -0.6
H 0.65654 8.26784 -0.54137 0.9 -2.8 3.2
C 2.97837 -1.98559 -6.48551 -0.3 -1.7 0.8
O 2.67033 -1.54006 -7.77652 -0.4 1.5 -0.8
C 1.50178 -0.77656 -7.77377 1.9 -0.4 -0.1
C 0.42935 -1.17616 -8.48419 0.6 -2.2 -1.9
C -0.80219 -0.70893 -8.29403 -5.2 -0.5 0.1
C -1.17031 0.27198 -7.29181 2.3 -1.7 -2.1
C -0.02116 0.86496 -6.88790 0.4 1.3 3.1
C 1.27726 0.34203 -7.08626 -0.4 2.6 2.3
N -2.47837 0.61268 -6.85979 0.5 0.1 -4.3
N -2.83894 0.36872 -5.75185 -2.1 0.5 2.4
C -2.02022 -0.10304 -4.73276 1.3 1.4 1.6
C -1.74056 -1.36658 -4.46427 -0.1 -2.1 -1.4
C -1.15361 -1.79009 -3.22818 -0.5 0.6 -0.2
C -1.27364 -0.87929 -2.22954 -0.5 0.6 1.8
O -0.98482 -1.20918 -1.03018 1.1 -0.5 2.6
C -2.08203 0.48492 -2.24257 0.2 -3.3 -5.4
N -2.10625 1.38114 -1.13559 1.4 2.1 -0.9
C -1.68167 2.65903 -1.56373 -0.7 1.0 1.0
C -1.30768 3.17024 -2.83364 0.1 -0.8 3.9
C -1.30985 2.25958 -3.89024 -0.6 -2.2 -2.3
C -1.70173 0.94478 -3.70928 -0.4 2.5 0.7
H 2.39370 -1.43409 -5.75208 0.3 0.0 0.3
H 4.05524 -1.98222 -6.23355 -0.5 0.3 -0.4
H 2.61902 -3.04219 -6.45681 0.4 0.5 0.4
H 0.58889 -1.97713 -9.19294 -0.2 -0.2 0.0
H -1.58010 -1.35689 -8.82950 0.7 1.4 0.8
H -0.09568 1.56627 -6.00256 0.2 -0.5 -1.5
H 1.94762 0.87893 -6.42736 0.8 -0.4 -0.3
H -2.00288 -2.13169 -5.22506 0.1 0.5 0.5
H -0.99717 -2.82646 -2.91718 0.2 0.4 -0.4
H -1.78905 3.49168 -0.77090 0.4 -1.5 -0.8
H -0.73643 4.09618 -2.86672 -0.6 0.1 -0.1
H -1.10005 2.75239 -4.86260 -0.2 -0.9 0.3
H -3.02428 -0.10443 -2.56487 -0.1 1.2 1.3

=====

# 2
90
Properties=species:S:1:pos:R:3:forces:R:3 method="wB97M-V/def2-TZVPD" energy_ha=-2828.9342 homo_energy_ev=-6.548 gap_ev=4.2 e_above_lowest_kcal_mol=0.0
C 5.15197 4.32426 -4.85333 0.3 0.1 -0.3
C 4.32328 3.90537 -3.70661 -0.3 0.4 1.4
C 4.24727 4.50121 -2.45546 -0.2 -0.7 -0.7
C 3.24818 3.90128 -1.60682 0.4 0.0 -1.4
C 2.54991 2.90849 -2.25291 0.8 -0.4 0.5
B 1.30198 2.05694 -1.57492 1.6 3.4 -1.3
C 0.19721 3.23588 -1.83133 -0.3 -1.9 1.0
C -0.55199 3.23863 -2.99801 -0.5 0.6 -0.3
C -1.52063 4.22536 -3.20145 0.2 -0.1 -0.3
C -2.31430 4.23298 -4.47510 0.0 0.1 -0.4
F -2.67748 5.49296 -4.85621 0.2 -1.1 0.1
F -1.61316 3.66551 -5.50431 -0.9 0.5 0.7
F -3.49136 3.51468 -4.34754 0.8 0.6 -0.3
C -1.75698 5.20999 -2.25040 -0.2 -0.1 0.1
C -0.99200 5.19742 -1.09213 0.2 0.1 0.2
C -1.19089 6.27429 -0.05576 0.2 0.2 0.1
F -1.32030 5.73928 1.20075 0.1 0.7 -0.9
F -0.11524 7.13068 -0.02426 -1.1 -0.6 0.2
F -2.30435 7.02823 -0.29953 0.9 -0.4 0.4
C -0.00942 4.22144 -0.88157 -0.5 0.8 0.0
O 1.13181 0.83216 -2.28214 -0.3 -1.7 0.7
C 1.94229 -0.10157 -1.55800 -0.3 -0.3 -0.4
C 2.50473 0.61622 -0.30440 -0.3 0.4 0.0
O 1.76763 1.83787 -0.20867 -0.5 -1.4 0.6
S 3.19520 2.59289 -3.83473 -0.1 0.9 0.7
H 5.86985 5.07878 -4.51648 0.0 -0.1 -0.2
H 5.68990 3.47026 -5.27788 0.1 0.2 -0.1
H 4.52022 4.75250 -5.64119 0.2 0.0 0.0
H 4.87794 5.33714 -2.15440 -0.1 -0.2 -0.2
H 3.05244 4.22492 -0.59012 -0.1 -0.1 -0.1
H -0.36033 2.50184 -3.77788 0.0 0.1 0.2
H -2.53557 5.95193 -2.40343 0.2 -0.1 0.0
H 0.62483 4.26500 0.00399 -0.3 -0.1 -0.1
H 1.28846 -0.93732 -1.25709 0.3 -0.1 -0.1
H 2.74997 -0.48742 -2.20250 -0.3 0.1 0.2
H 2.32801 0.03800 0.62419 0.2 0.1 -0.3
H 3.59880 0.75831 -0.42436 -0.5 0.3 0.2
C -1.58787 -5.72862 3.92364 -0.3 -0.2 -0.1
N -1.05448 -4.43718 3.54663 0.5 0.2 0.4
C -0.09440 -3.80944 4.29676 0.1 -0.7 1.1
O 0.35051 -4.21343 5.36979 -0.5 0.7 -1.7
C 0.28581 -2.53242 3.55523 -0.1 0.2 0.6
C 1.74936 -2.51165 3.10446 0.1 0.1 -0.2
C 2.69561 -2.47562 4.27436 0.2 0.0 0.0
C 3.72882 -3.41256 4.34299 -0.2 0.2 0.5
C 4.53932 -3.46264 5.47922 0.0 0.2 0.0
C 4.34926 -2.54700 6.52380 -0.2 0.0 -0.3
C 3.34518 -1.57401 6.41894 0.0 -0.1 -0.2
C 2.52303 -1.52781 5.28820 0.4 -0.4 0.2
N -0.61962 -2.53542 2.41771 0.1 1.5 -1.4
C -0.54128 -1.54195 1.50928 0.0 -1.2 0.8
C -1.29577 -1.54400 0.34854 -0.2 0.2 -0.4
C -1.21328 -0.65332 -0.70311 -0.5 -0.2 0.9
C -2.19081 -0.74699 -1.74109 -0.7 -0.3 -0.7
C -2.42241 0.37847 -2.56066 -0.1 -0.1 0.4
C -3.55206 0.45334 -3.36869 0.2 -0.3 0.0
C -4.45843 -0.61359 -3.40672 0.1 0.2 0.2
C -5.63582 -0.67458 -4.32089 -0.4 -0.1 -0.2
C -4.25837 -1.72470 -2.57901 0.8 -0.2 0.1
C -3.09824 -1.84847 -1.83407 -0.3 0.4 0.3
C -1.47588 -3.73643 2.33637 -0.3 -0.7 0.0
C -1.18684 -4.61120 1.10307 0.3 0.1 0.1
C -2.98155 -3.41380 2.40409 0.2 0.1 0.2
H -1.09607 -6.07426 4.83965 -0.1 0.3 -0.3
H -2.66920 -5.66300 4.09759 0.2 0.0 0.1
H -1.41848 -6.45823 3.12227 0.0 0.1 0.2
H 0.03291 -1.66046 4.17898 0.3 -0.3 0.0
H 1.93859 -3.40879 2.48557 -0.1 0.4 0.2
H 1.90013 -1.62476 2.46371 0.0 -0.3 0.2
H 3.85060 -4.11832 3.51768 0.1 0.1 0.3
H 5.31791 -4.22363 5.54414 -0.2 0.2 0.0
H 4.97499 -2.59662 7.41826 -0.2 0.0 -0.3
H 3.19158 -0.84897 7.21933 0.1 -0.2 -0.2
H 1.72740 -0.78259 5.20225 0.3 -0.2 0.2
H 0.15970 -0.73445 1.72740 -0.1 -0.2 -0.1
H -2.05691 -2.30586 0.29255 0.2 0.2 -0.1
H -0.54333 0.20578 -0.68773 0.1 -0.1 -0.1
H -1.72218 1.20854 -2.48180 -0.2 -0.1 -0.1
H -3.71708 1.34084 -3.97234 0.0 -0.2 0.0
H -6.11863 -1.64979 -4.16582 0.0 0.3 -0.3
H -6.38685 0.10042 -4.12532 0.3 0.0 -0.1
H -5.31814 -0.60261 -5.37236 -0.2 0.0 0.3
H -5.01570 -2.50743 -2.56036 0.3 0.0 -0.1
H -2.94808 -2.78303 -1.27831 0.0 0.5 -0.2
H -0.13398 -4.92698 1.10492 -0.3 0.0 0.0
H -1.84264 -5.49383 1.12962 0.3 0.3 0.0
H -1.38147 -4.06425 0.17922 0.0 -0.3 0.1
H -3.22644 -2.98405 3.38516 0.0 -0.2 -0.3
H -3.26388 -2.68863 1.63724 -0.1 -0.2 0.2
H -3.54239 -4.34644 2.24171 0.1 0.4 0.1